Molecular formula: C27H72BIO25PS7
Method: DFT, ωB97M-V/def2-TZVPD

```
134
Properties=species:S:1:pos:R:3:forces:R:3
C -1.777167 0.603734 1.034760 0.23 -1.12 0.38
C -1.146578 1.094641 -0.361338 -1.13 0.43 -0.48
C -0.332349 2.487584 -0.306892 -1.27 -1.85 -0.44
I -1.722913 4.027222 0.503680 0.04 -0.19 -0.74
P 1.215890 2.487248 0.815848 0.74 2.64 -1.65
B 2.542021 2.589085 -0.606204 0.67 0.08 -1.14
O 3.875929 3.119418 -0.220980 -0.96 -2.37 -0.29
O 2.299360 2.223529 -1.997157 2.04 -0.37 1.71
C 3.400226 1.484628 -2.590567 0.39 -0.06 -2.04
O 1.407424 0.751684 0.949270 0.16 -0.03 3.24
C 1.760072 0.630701 2.377564 -1.41 -0.50 1.03
C 1.027612 1.853364 3.212618 -1.29 0.69 0.68
O 0.266758 2.729540 2.292634 1.83 -3.13 0.93
H -2.612179 1.271587 1.450313 1.34 -0.73 -0.88
H -0.992849 0.478200 1.880056 -1.24 0.37 -1.62
H -2.245077 -0.451429 0.896057 0.74 1.68 0.08
H -2.047965 1.266448 -1.081663 1.40 -0.33 1.12
H -0.509166 0.272641 -0.879989 -0.81 1.41 1.19
H -0.144537 2.816943 -1.388265 -0.01 -0.31 1.71
H 2.356048 2.559803 1.699310 0.40 0.60 -0.13
H 1.166886 3.935164 0.635458 0.35 0.26 0.16
H 4.230638 2.440525 0.420664 -0.62 1.37 -0.78
H 4.438064 1.945966 -2.430202 -1.59 -0.54 0.08
H 3.441018 0.369717 -2.303631 -0.28 1.71 -0.01
H 3.218925 1.502573 -3.741564 0.31 -0.08 1.90
H 1.234850 -0.301836 2.829568 1.18 1.09 -1.06
H 2.895784 0.604985 2.625821 -1.83 0.00 -0.73
H 0.258468 1.449725 3.983391 1.20 0.33 -1.33
H 1.730555 2.509179 3.841124 -0.56 -1.11 -1.01
O -3.124821 -3.013897 1.701278 0.34 -0.34 0.93
S -2.976634 -3.826637 2.885204 0.17 -0.41 -0.13
O -2.523470 -3.278593 4.141660 -0.25 -0.14 -0.92
O -2.066169 -5.117257 2.517150 -1.19 0.41 0.41
C -0.786657 -4.886730 1.930607 1.20 0.30 -0.37
C 0.239339 -4.488051 2.974704 -0.04 0.25 0.24
C -4.495199 -4.696813 3.166312 0.07 -0.15 -0.05
H -0.851564 -4.138906 1.134919 -0.15 -0.07 0.09
H -0.478498 -5.826906 1.465295 -0.37 0.02 0.06
H 0.013251 -3.503720 3.392185 0.05 -0.08 -0.08
H 1.238984 -4.447706 2.535374 -0.12 -0.04 -0.03
H 0.243638 -5.199257 3.805642 0.04 -0.02 -0.12
H -4.813473 -5.161851 2.233141 0.10 0.06 0.08
H -5.240636 -3.972990 3.498323 0.19 0.02 0.00
H -4.334804 -5.447015 3.940718 -0.04 0.13 -0.05
O -0.482953 -3.922785 -1.427697 0.32 -0.36 -0.71
S -0.428527 -3.950575 -2.869844 0.11 1.05 -0.41
O 0.400561 -4.892989 -3.584144 -0.41 0.33 0.73
O -0.107915 -2.455367 -3.406023 -0.93 -1.30 0.13
C 1.039292 -1.783865 -2.887174 1.10 0.63 0.33
C 2.315327 -2.278300 -3.541710 0.09 -0.37 -0.07
C -2.081267 -4.062228 -3.500672 -0.04 0.11 -0.03
H 1.087991 -1.883292 -1.798600 -0.16 -0.08 -0.08
H 0.911080 -0.721217 -3.108934 -0.32 -0.22 -0.05
H 2.526231 -3.313472 -3.260715 0.01 0.09 0.00
H 3.166295 -1.664387 -3.236591 -0.15 0.01 -0.03
H 2.227704 -2.249488 -4.631205 -0.01 0.13 0.11
H -2.699120 -3.313388 -3.004700 0.14 -0.02 -0.05
H -2.455809 -5.063433 -3.283040 0.17 0.06 0.04
H -2.059158 -3.898032 -4.578145 0.06 0.01 0.13
O 0.204231 0.203559 -5.555267 -0.05 0.47 -0.81
S -0.432376 0.812177 -6.698498 -0.41 0.46 0.25
O 0.319968 1.223768 -7.860237 -0.22 -0.37 0.83
O -1.338462 2.058140 -6.192484 0.09 -1.23 -0.61
C -0.723858 3.060672 -5.385749 0.57 0.90 0.57
C 0.105892 4.018468 -6.220023 0.25 -0.10 -0.23
C -1.765998 -0.227714 -7.229355 -0.14 0.05 0.06
H -0.124106 2.605068 -4.592143 -0.07 -0.11 -0.11
H -1.533376 3.613055 -4.901268 -0.10 -0.34 -0.13
H 0.981263 3.517111 -6.640455 -0.05 0.07 0.06
H 0.455556 4.855224 -5.610415 -0.09 -0.09 0.02
H -0.478191 4.408072 -7.058408 -0.01 0.01 0.13
H -2.371006 -0.494939 -6.362528 0.08 0.09 -0.04
H -1.333682 -1.123500 -7.677303 0.11 0.15 0.07
H -2.359727 0.310075 -7.968783 0.10 -0.01 0.09
O -4.859195 -0.489498 -3.872104 -0.39 0.34 0.59
S -5.914960 0.055479 -3.051270 -0.21 -0.03 0.55
O -5.706771 1.205758 -2.205708 0.10 -0.88 -0.79
O -6.558467 -1.138189 -2.161409 -0.17 0.76 -1.05
C -5.686607 -1.933064 -1.361130 0.68 -0.42 0.92
C -5.286799 -1.219562 -0.083297 0.13 0.24 0.01
C -7.332294 0.355969 -4.072750 -0.11 -0.13 0.01
H -4.806562 -2.238274 -1.935346 -0.10 0.15 -0.09
H -6.237680 -2.842944 -1.107137 -0.17 0.17 -0.28
H -4.649762 -0.357672 -0.297308 -0.02 -0.10 0.05
H -4.733702 -1.893138 0.575674 -0.06 0.07 -0.15
H -6.169134 -0.848123 0.445444 0.02 -0.10 -0.08
H -7.529370 -0.532175 -4.673323 0.05 0.08 0.10
H -7.104513 1.204364 -4.719419 0.12 -0.07 0.14
H -8.183627 0.591747 -3.433961 0.14 -0.03 -0.02
O 4.624527 2.840056 5.775050 0.81 0.42 -0.23
S 5.312489 3.714635 4.854661 -0.44 0.31 -0.53
O 6.661812 3.444634 4.415578 -0.65 -0.07 0.60
O 5.246846 5.232859 5.427673 -0.21 -0.58 -0.50
C 5.692146 5.475007 6.757533 0.42 0.15 0.73
C 7.206521 5.522873 6.839582 0.25 -0.22 -0.08
C 4.290913 3.968887 3.429472 0.11 0.20 0.17
H 5.281637 4.729247 7.445075 -0.03 -0.04 -0.18
H 5.284885 6.445750 7.053350 -0.14 -0.13 -0.28
H 7.641837 4.539781 6.643890 -0.06 0.09 0.02
H 7.528156 5.844093 7.833629 -0.09 0.02 -0.05
H 7.613167 6.211363 6.093914 -0.09 -0.01 0.11
H 3.284910 4.230118 3.757534 0.11 -0.07 -0.06
H 4.269240 3.038702 2.860437 -0.02 0.05 0.16
H 4.722242 4.765829 2.823428 -0.01 -0.11 0.07
O -5.504386 -6.093871 6.461228 0.20 -0.71 0.49
S -4.588400 -6.990533 7.126151 0.52 0.11 0.30
O -4.932524 -8.365310 7.402478 -0.15 0.94 -0.25
O -4.074256 -6.294823 8.498604 0.16 -0.38 -1.08
C -5.046874 -5.822922 9.426163 -0.71 0.18 0.74
C -5.640482 -6.958121 10.239146 -0.15 -0.29 -0.10
C -3.037159 -6.959636 6.269327 0.06 0.13 0.11
H -5.827083 -5.253203 8.912550 0.13 -0.09 -0.12
H -4.530762 -5.131053 10.097163 0.18 -0.08 -0.30
H -6.245955 -7.616567 9.611312 0.05 0.08 0.06
H -6.279249 -6.567863 11.035386 0.09 0.05 -0.06
H -4.851127 -7.570238 10.683669 -0.05 0.14 0.00
H -2.742863 -5.921919 6.108209 -0.05 -0.06 0.04
H -3.172255 -7.464657 5.311753 -0.12 0.01 0.13
H -2.293575 -7.487250 6.866888 -0.13 0.04 -0.03
O 4.509236 5.616280 -7.454284 0.31 -0.68 0.46
S 5.443004 4.713509 -6.823510 0.21 0.02 0.58
O 5.098410 3.342526 -6.531934 -0.02 1.02 -0.36
O 6.018006 5.407863 -5.475353 0.25 -0.38 -1.30
C 5.087225 5.890899 -4.508847 -0.81 0.14 0.92
C 4.517608 4.764413 -3.667846 -0.14 -0.21 -0.14
C 6.959620 4.729952 -7.741054 0.11 0.08 0.08
H 4.291596 6.466004 -4.992077 0.13 -0.09 -0.14
H 5.636446 6.580417 -3.861916 0.19 -0.09 -0.31
H 3.880838 4.109133 -4.267382 0.03 0.07 0.08
H 3.915503 5.162367 -2.847526 0.10 -0.03 -0.04
H 5.318600 4.146587 -3.253436 -0.07 0.15 0.04
H 7.255241 5.764551 -7.915531 -0.07 -0.10 0.06
H 6.781296 4.224400 -8.691033 -0.13 0.02 0.14
H 7.721695 4.197089 -7.172074 -0.13 0.05 -0.02
```
Positions in Å, forces in eV/Å.

Output
Charge: -1
2S+1: 1
DFT total energy (a.u.): -6404.0514
Orbital gap (eV): 5.8